{"formula": "C9H13N4O2", "method": "wB97M-V/def2-TZVPD", "symbols": ["C", "C", "C", "C", "C", "C", "C", "C", "C", "N", "N", "N", "N", "O", "O", "H", "H", "H", "H", "H", "H", "H", "H", "H", "H", "H", "H", "H"], "positions_angstrom": [[0.0199, 3.6735, -0.9980], [-1.7999, 2.1841, -1.4630], [-0.6923, 4.6987, -1.6060], [-2.5762, 3.1996, -1.9366], [-0.4616, 2.3736, -0.9624], [-1.9594, 4.4614, -2.0635], [-0.0725, 0.1370, -0.3617], [0.4292, -0.9495, 0.2899], [-0.2555, -3.1051, 0.5953], [0.8549, -3.3944, 1.3166], [0.2071, 1.4800, -0.2149], [-2.7016, 5.6049, -2.7457], [1.5741, -0.9236, 1.2742], [-2.0487, 6.6165, -2.8435], [-3.8060, 5.4109, -3.1953], [0.9281, 3.9479, -0.6088], [-2.3988, 1.2866, -1.4103], [-0.4691, 5.7275, -1.6419], [-3.6604, 3.1210, -2.2570], [-0.8207, -0.1537, -0.9622], [-0.2640, -3.3521, -0.4793], [-1.1182, -2.8005, 1.0798], [0.7902, -3.5339, 2.3173], [1.5510, -4.0266, 0.9623], [1.1568, 1.8266, -0.1321], [1.6525, -1.9917, 1.5302], [1.4626, -0.5481, 2.1968], [2.5061, -0.5641, 1.1127]], "forces_ev_per_a": [[-1.655, 0.132, -1.504], [0.121, -0.761, 0.686], [-1.298, -0.674, 0.157], [-0.509, 2.126, -1.216], [-3.607, 2.729, -1.236], [-1.461, -0.608, -0.464], [3.385, -1.359, 3.676], [-0.058, -0.137, 0.192], [2.795, 3.230, -2.477], [0.518, -1.534, 1.407], [1.511, -1.675, 0.013], [1.118, -1.077, 0.429], [-0.348, -1.045, 0.236], [-0.333, 0.632, -0.144], [-0.019, -0.094, 0.248], [2.239, 0.243, 1.101], [0.708, -0.638, 0.360], [1.218, 0.875, 0.037], [1.597, -0.253, 0.438], [-2.798, -0.356, -2.260], [-0.140, -0.173, 0.933], [-1.556, 0.064, 0.872], [-0.578, -0.142, 0.000], [-0.003, -0.222, -0.574], [0.108, -0.812, 0.571], [0.053, 0.817, -0.864], [-1.322, 0.782, 0.788], [0.313, -0.070, -1.409]], "relative_energy_kj_mol": 433.5, "orbital_gap_ha": 0.2803, "homo_energy_ev": -11.27, "largest_force_ha_per_bohr": 0.101, "energy_ev": -19585.77301, "total_charge": 1}

{"formula": "C9H13N5", "method": "wB97M-V/def2-TZVPD", "symbols": ["C", "C", "C", "C", "C", "C", "C", "C", "C", "N", "N", "N", "N", "N", "H", "H", "H", "H", "H", "H", "H", "H", "H", "H", "H", "H", "H"], "positions_angstrom": [[3.1111, 0.6343, -0.6732], [-3.1846, 0.7807, -0.7353], [2.3977, 1.6401, -0.0426], [-2.3937, 1.6650, 0.0083], [2.2250, -0.3941, -0.9159], [-2.4408, -0.3838, -0.7993], [-0.0659, 1.5695, 0.9939], [0.0012, -0.9545, -0.0027], [0.1038, -2.2731, -0.6078], [1.1181, 1.2134, 0.1922], [-1.1809, 1.0888, 0.1942], [1.1172, -0.1274, -0.2047], [-1.2255, -0.2164, -0.1882], [0.1179, -1.0992, 1.9086], [4.1589, 0.7162, -0.9261], [-4.1795, 0.8923, -1.0826], [2.6579, 2.5975, 0.2950], [-2.4794, 2.6951, 0.3127], [2.4023, -1.3273, -1.3556], [-2.6584, -1.2023, -1.4575], [0.0251, 0.8867, 1.8669], [-0.1232, 2.7240, 1.1330], [0.9314, -2.8680, -0.2338], [0.4031, -2.0690, -1.6839], [-0.7050, -2.9964, -0.4657], [0.7029, -1.9640, 2.1672], [-0.8368, -1.2280, 2.3031]], "forces_ev_per_a": [[0.230, 1.326, -0.219], [1.339, 0.078, 1.707], [-0.967, -0.754, 0.162], [0.426, 0.005, -1.052], [0.710, 0.601, 1.836], [0.394, -0.300, -0.647], [0.858, 0.725, -0.282], [-1.207, 2.320, -3.382], [0.725, -1.000, -1.116], [0.905, -1.990, -0.322], [-0.932, 0.668, 0.996], [-1.546, 0.682, -1.153], [0.842, 0.155, -0.311], [-0.318, -3.525, 2.722], [-0.214, -0.108, -0.262], [-0.551, 0.257, -0.300], [0.547, 1.126, 0.203], [-0.431, 0.036, -0.050], [0.107, -1.029, -0.532], [0.107, -0.628, 0.334], [-0.296, 1.441, 0.154], [0.044, -2.290, 0.065], [0.540, 0.266, 0.361], [-0.875, -0.727, 0.721], [-0.443, 0.736, -0.384], [-0.755, 1.740, 0.274], [0.759, 0.187, 0.475]], "relative_energy_kj_mol": 34.2, "multiplicity": 3, "orbital_gap_ha": [0.2341, 0.2647], "homo_energy_ev": [-13.78, -17.87], "largest_force_ha_per_bohr": 0.087, "energy_ev": -16970.79381, "total_charge": 2}